{
  "formula": "C25H45F3P2Pm",
  "method": "ωB97M-V/def2-TZVPD",
  "symbols": ["Pm", "C", "C", "C", "C", "C", "C", "H", "H", "H", "C", "H", "H", "H", "C", "H", "H", "H", "C", "H", "H", "H", "C", "H", "H", "H", "C", "C", "C", "C", "C", "C", "C", "C", "H", "H", "H", "H", "H", "H", "H", "H", "H", "H", "H", "H", "P", "C", "H", "H", "H", "C", "H", "H", "H", "C", "H", "H", "H", "P", "C", "H", "H", "H", "C", "H", "H", "H", "C", "H", "H", "H", "F", "C", "F", "F"],
  "positions_angstrom": [[-0.083, 0.031, -1.001], [-2.048, 1.637, -0.038], [-2.544, 0.760, -1.053], [-2.150, -0.494, 0.850], [-1.812, 0.854, 1.133], [-2.595, -0.566, -0.504], [-1.962, 3.118, -0.150], [-1.652, 3.435, -1.156], [-1.260, 3.553, 0.575], [-2.946, 3.581, 0.035], [-1.462, 1.365, 2.481], [-1.252, 2.439, 2.473], [-0.581, 0.843, 2.896], [-2.285, 1.208, 3.200], [-2.236, -1.592, 1.848], [-3.271, -1.728, 2.202], [-1.617, -1.388, 2.728], [-1.915, -2.554, 1.430], [-3.110, -1.786, -1.184], [-4.212, -1.808, -1.158], [-2.755, -2.703, -0.694], [-2.810, -1.831, -2.240], [-3.008, 1.197, -2.386], [-4.000, 1.671, -2.328], [-3.081, 0.357, -3.082], [-2.329, 1.941, -2.819], [1.508, 0.438, -2.849], [0.430, 1.289, -3.024], [-0.184, 1.524, -4.391], [-1.061, 0.392, -4.986], [-1.130, -0.884, -4.196], [-0.073, -1.695, -4.039], [1.261, -1.425, -4.675], [2.129, -0.334, -3.997], [0.595, 1.765, -5.136], [-0.710, 0.217, -6.021], [-0.802, 2.434, -4.323], [2.469, 0.355, -4.791], [2.186, 0.528, -1.977], [0.243, 2.123, -2.314], [3.049, -0.812, -3.621], [1.838, -2.364, -4.674], [-0.183, -2.697, -3.620], [1.162, -1.154, -5.743], [-2.086, 0.778, -5.103], [-2.140, -1.231, -3.961], [1.822, 1.988, 0.549], [1.567, 2.862, 2.119], [2.434, 3.508, 2.299], [1.472, 2.153, 2.952], [0.667, 3.484, 2.074], [3.528, 1.420, 0.807], [4.127, 2.261, 1.173], [3.950, 1.054, -0.134], [3.543, 0.612, 1.545], [2.115, 3.406, -0.580], [2.474, 3.049, -1.553], [2.866, 4.072, -0.138], [1.183, 3.966, -0.742], [1.032, -2.645, -0.245], [-0.066, -3.880, -1.052], [0.534, -4.749, -1.352], [-0.554, -3.455, -1.940], [-0.856, -4.189, -0.353], [2.531, -2.841, -1.280], [2.293, -2.716, -2.344], [2.942, -3.844, -1.107], [3.279, -2.089, -0.997], [1.515, -3.556, 1.252], [1.932, -4.530, 0.959], [0.645, -3.712, 1.903], [2.270, -2.992, 1.811], [0.619, -1.547, 3.910], [1.318, -0.437, 3.542], [1.400, 0.366, 4.651], [2.583, -0.856, 3.258]],
  "forces_ev_per_a": [[-1.98, -0.88, 4.80], [0.16, -1.07, -0.07], [0.36, -0.39, 0.85], [0.05, 0.35, -0.72], [-0.10, -0.01, -0.46], [0.39, 0.79, 0.10], [-0.02, 0.56, -0.01], [-0.06, 0.02, 0.17], [-0.17, -0.13, -0.20], [0.31, -0.12, -0.06], [0.20, 0.12, 0.75], [-0.07, -0.18, -0.01], [-0.18, 0.15, -0.20], [0.14, 0.03, -0.35], [0.08, -0.41, 0.46], [0.25, 0.09, -0.17], [-0.01, -0.05, -0.20], [-0.06, 0.11, 0.10], [-0.37, -0.44, -0.20], [0.31, -0.06, -0.04], [-0.14, 0.27, -0.14], [-0.17, -0.08, 0.30], [-0.42, 0.26, -0.61], [0.19, -0.11, -0.07], [-0.15, 0.22, 0.12], [-0.22, -0.03, -0.04], [0.19, 2.24, -2.41], [2.86, 0.46, -2.08], [-0.23, 0.52, -0.01], [-0.58, 0.25, -0.37], [0.07, -0.53, -0.60], [-0.33, -0.19, -0.43], [0.39, -0.34, -0.24], [0.61, -0.18, 0.27], [0.03, -0.13, 0.55], [-0.09, -0.24, 0.50], [0.26, -0.33, 0.00], [-0.23, 0.06, 0.50], [-0.67, -0.15, 0.10], [-0.13, -0.71, 0.22], [-0.36, 0.24, -0.07], [-0.22, 0.37, -0.01], [-0.19, 0.40, -0.01], [-0.30, -0.13, 0.48], [0.40, -0.13, 0.07], [0.51, 0.05, 0.24], [-0.16, -0.05, -0.01], [-0.38, 0.12, 0.31], [-0.11, -0.07, -0.10], [-0.03, 0.03, -0.28], [0.18, -0.10, 0.04], [0.12, -0.34, -0.12], [-0.01, -0.16, -0.09], [0.10, 0.02, 0.09], [-0.05, 0.12, -0.06], [-0.02, 0.10, -0.09], [0.01, 0.14, 0.16], [-0.15, -0.04, -0.19], [0.21, -0.07, 0.07], [-0.20, -0.49, -0.19], [-0.17, 0.00, -0.06], [-0.24, 0.06, 0.10], [0.11, -0.24, 0.36], [0.27, 0.03, -0.19], [0.20, 0.15, 0.01], [0.05, -0.08, 0.20], [0.02, 0.23, -0.19], [-0.06, -0.24, -0.05], [0.06, 0.12, 0.35], [-0.15, 0.22, 0.01], [0.25, 0.15, -0.12], [-0.24, -0.06, -0.03], [0.16, -0.77, 0.84], [-1.68, 1.80, -2.85], [0.41, -0.42, 0.64], [1.18, -0.68, 0.65]],
  "largest_force_ev_per_a": 5.3,
  "e_tot_ha": -2569.91805,
  "multiplicity": 5,
  "charge": 1,
  "lumo_ev": [-4.90, -4.74]
}